## 1
The following is a quantum chemistry calculation of a structure of composition C10H17N, from OMol25.

Structure (XYZ):
```
28
Properties=species:S:1:pos:R:3
C -0.378 -1.803 1.046
C 1.493 -0.483 0.130
C 0.123 -0.614 0.618
C 0.930 -0.817 -1.237
C 0.668 0.344 -2.187
C 1.410 -2.128 -1.666
C -0.977 0.603 2.428
C -1.978 0.564 0.089
C -0.098 2.059 0.713
C -0.718 0.600 0.925
N -0.871 -2.813 1.314
H 2.099 0.538 0.188
H 2.091 -1.324 0.538
H 0.730 1.262 -1.615
H -0.353 0.474 -2.592
H 1.451 0.272 -2.877
H 1.584 -2.804 -0.885
H 2.304 -1.973 -2.330
H 0.640 -2.622 -2.215
H -1.850 1.059 2.621
H -0.206 1.226 2.875
H -1.117 -0.433 2.662
H -1.796 0.653 -0.962
H -2.565 -0.395 0.327
H -2.585 1.468 0.301
H -0.553 2.719 1.335
H -0.401 2.282 -0.246
H 0.923 2.088 0.703
```

2S+1   1
Gap between HOMO and LUMO   8.49 eV
Total charge   0



## 2
The following is a quantum chemistry calculation of the molecule C10H17N, from OMol25.

Structure (XYZ):
```
28
Properties=species:S:1:pos:R:3
C -1.484 0.615 -0.612
C -0.437 0.220 -1.667
C 0.517 -0.914 -1.202
C 1.802 -0.308 -0.479
C 1.546 0.221 0.939
C 0.812 -0.894 1.754
C -0.516 -0.994 1.034
C -0.349 -1.782 -0.254
C -0.891 0.455 0.742
C 0.484 1.271 0.952
H -1.542 2.650 -0.401
H -2.178 1.960 -1.852
H -2.271 -0.149 -0.636
H -0.972 -0.007 -2.629
H 0.069 1.161 -1.962
H 0.908 -1.431 -2.057
H 2.537 -1.152 -0.342
H 2.360 0.401 -1.085
H 2.538 0.582 1.351
H 0.765 -0.409 2.730
H 1.369 -1.854 1.848
H -1.248 -1.505 1.741
H -1.333 -1.961 -0.705
H 0.077 -2.717 0.008
H -1.507 0.805 1.532
H 0.418 1.842 1.878
H 0.723 2.020 0.122
N -2.197 1.874 -0.746
```

2S+1   1
Gap between HOMO and LUMO   10.32 eV
Total charge   0



Energy comparison, zero being the most stable, in hartree: 1 0.1353; 2 0.0000.



## 1
The following is a quantum chemistry calculation of a structure of composition C3H9N2S, from OMol25.

Structure (XYZ):
```
15
Properties=species:S:1:pos:R:3
C 0.681 0.094 -0.216
C -1.704 0.134 0.547
C -0.332 -0.556 0.585
N 0.651 1.217 -0.971
N 0.091 -1.106 -0.792
S 2.891 -0.561 0.443
H -1.677 0.933 -0.227
H -2.073 0.736 1.500
H -2.382 -0.711 0.405
H -0.151 -1.229 1.375
H 1.081 2.064 -0.382
H -0.151 1.666 -1.437
H 3.129 -0.019 1.674
H -0.651 -0.750 -1.427
H 0.595 -1.913 -1.077
```

2S+1   1
Gap between HOMO and LUMO   8.51 eV
Total charge   +1



## 2
The following is a quantum chemistry calculation of a cluster of 2 separate species, C3H9N2S in total, from OMol25.

Structure (XYZ):
```
15
Properties=species:S:1:pos:R:3
C 1.348 -0.012 -0.014
C 1.082 1.446 0.194
C -1.049 -0.054 -0.158
N -2.109 -0.772 0.153
N 0.213 -0.794 0.393
S -0.761 1.602 0.176
H 1.521 -0.120 -1.073
H 2.353 -0.401 0.370
H 1.358 1.999 1.172
H 1.421 2.083 -0.701
H -0.715 -0.394 -2.097
H -2.939 -0.327 -0.275
H -2.114 -1.772 0.307
H 0.221 -1.684 0.060
H 0.170 -0.801 1.491
```

2S+1   1
Gap between HOMO and LUMO   8.23 eV
Total charge   +1



Energy comparison, zero being the most stable, in hartree: 1 0.0000; 2 0.0170.



## 1
The following is a quantum chemistry calculation of a cluster of 6 separate species, C16H32FNO10S2 in total, from OMol25.

Structure (XYZ):
```
62
Properties=species:S:1:pos:R:3
N -2.750 31.458 23.757
H -3.550 31.681 23.018
H -2.139 30.840 23.321
H -3.099 30.961 24.634
H -2.684 32.464 24.269
F -4.171 32.935 25.698
C -5.196 37.351 28.015
C -6.074 36.110 27.857
C -5.517 34.840 28.518
O -6.766 34.284 29.120
C -7.783 35.074 28.775
O -8.932 34.805 28.913
O -7.350 36.282 28.295
H -5.667 37.903 27.316
H -4.177 37.650 27.486
H -5.465 37.871 29.011
H -6.150 35.960 26.563
H -4.821 35.042 29.213
H -5.182 34.117 27.634
C -8.002 31.703 26.196
C -7.502 32.927 25.461
C -7.071 32.606 24.013
O -8.012 33.217 23.200
C -8.825 33.944 23.874
O -9.909 34.502 23.470
O -8.455 33.922 25.152
H -8.906 31.356 25.748
H -8.195 31.944 27.206
H -7.330 30.899 25.879
H -6.571 33.322 25.944
H -7.351 31.599 23.582
H -6.112 32.896 23.803
C -4.296 28.212 28.024
C -4.991 29.422 27.394
C -4.703 30.574 28.303
S -3.582 30.017 29.596
O -4.318 29.541 30.686
O -2.522 30.948 29.649
C -3.015 28.632 28.649
H -4.292 27.543 27.246
H -4.789 27.668 28.783
H -5.973 29.086 27.085
H -4.466 29.840 26.512
H -5.564 30.819 28.917
H -4.179 31.343 27.780
H -2.715 27.989 29.372
H -2.316 29.121 27.906
C -5.663 36.140 22.622
C -4.723 36.160 23.843
C -3.265 36.382 23.392
S -3.150 35.530 21.768
O -2.585 34.205 21.933
O -2.614 36.380 20.834
C -4.889 35.266 21.605
H -5.937 37.256 22.510
H -6.681 35.645 22.930
H -4.750 35.306 24.315
H -5.164 36.878 24.581
H -2.714 35.937 24.153
H -2.990 37.469 23.093
H -5.169 34.151 21.755
H -5.001 35.455 20.540
```

2S+1   1
Gap between HOMO and LUMO   9.31 eV
Total charge   0



## 2
The following is a quantum chemistry calculation of a cluster of 6 separate species, C16H32FNO10S2 in total, from OMol25.

Structure (XYZ):
```
62
Properties=species:S:1:pos:R:3
N 0.074 3.037 -2.771
H -0.005 2.132 -3.087
H -0.420 3.136 -1.837
H -0.304 3.841 -3.436
H 1.068 3.088 -2.579
F -0.357 0.660 -1.166
C -1.932 -3.668 0.846
C -0.601 -2.967 0.861
C -0.773 -1.454 1.228
O -0.402 -1.405 2.593
C 0.152 -2.487 2.946
O 0.581 -2.731 4.105
O 0.025 -3.512 2.011
H -2.941 -3.396 1.400
H -1.893 -4.799 0.960
H -2.402 -3.462 0.015
H 0.033 -3.228 -0.027
H -1.729 -0.740 1.043
H -0.097 -0.772 0.784
C 2.849 0.546 2.714
C 3.095 0.039 1.323
C 3.021 1.130 0.064
O 4.255 1.138 -0.378
C 5.091 0.270 0.204
O 6.280 0.173 0.070
O 4.505 -0.332 1.211
H 3.347 1.495 3.066
H 3.033 -0.494 3.300
H 1.803 0.802 2.578
H 2.596 -0.822 1.067
H 2.656 2.111 0.402
H 2.382 0.770 -0.752
C -2.135 4.417 2.771
C -1.450 3.701 1.649
C -1.307 2.164 2.132
S -2.324 1.880 3.526
O -1.511 1.578 4.656
O -3.409 1.010 2.967
C -2.919 3.459 3.717
H -2.688 5.185 2.460
H -1.323 4.722 3.164
H -0.647 4.313 1.376
H -2.157 3.706 0.675
H -0.279 1.770 2.319
H -1.519 1.601 1.253
H -2.786 4.033 4.772
H -3.885 3.367 3.473
C -1.126 -3.209 -3.818
C -0.939 -1.917 -2.978
C 0.472 -1.627 -3.074
S 0.979 -1.686 -4.763
O 2.318 -2.266 -4.814
O 0.751 -0.501 -5.540
C -0.308 -2.989 -5.185
H -2.077 -3.498 -4.053
H -0.811 -4.147 -3.227
H -1.328 -2.224 -2.114
H -1.470 -1.049 -3.431
H 0.813 -2.529 -2.700
H 0.843 -0.848 -2.545
H 0.207 -3.951 -5.466
H -0.983 -2.591 -5.991
```

2S+1   1
Gap between HOMO and LUMO   8.55 eV
Total charge   0



Energy comparison, zero being the most stable, in hartree: 1 0.0000; 2 0.0438.



## 1
The following is a quantum chemistry calculation of the molecule C5H7FS, from OMol25.

Structure (XYZ):
```
14
Properties=species:S:1:pos:R:3
C -1.747 -0.646 0.320
C -0.560 0.216 0.404
C 0.353 1.133 -0.178
C 1.721 0.256 -0.073
C -0.445 -0.880 -0.467
H -2.085 -1.213 1.275
H -0.305 0.060 1.478
H 0.088 1.218 -1.248
H 0.800 1.983 0.420
H 2.282 0.607 0.724
H 2.467 0.288 -0.892
H -0.698 -0.839 -1.487
F -2.977 -0.522 -0.275
S 1.107 -1.661 0.000
```

2S+1   1
Gap between HOMO and LUMO   9.63 eV
Total charge   0



## 2
The following is a quantum chemistry calculation of the molecule C5H7FS, from OMol25.

Structure (XYZ):
```
14
Properties=species:S:1:pos:R:3
C 0.134 -0.424 -1.167
C -1.127 -0.192 -0.407
C -0.619 -0.259 1.042
C 0.760 0.448 1.002
C 1.141 0.461 -0.441
H 0.453 -1.489 -1.063
H -1.946 -0.934 -0.583
H -1.467 0.821 -0.665
H -1.326 0.206 1.765
H -0.463 -1.333 1.325
H 1.513 0.002 1.603
H 0.625 1.461 1.254
F 0.062 -0.091 -2.466
S 2.259 1.324 -1.198
```

2S+1   1
Gap between HOMO and LUMO   8.54 eV
Total charge   0



Energy comparison, zero being the most stable, in hartree: 1 0.1463; 2 0.0000.



## 1
The following is a quantum chemistry calculation of the molecule H4N2, from OMol25.

Structure (XYZ):
```
6
Properties=species:S:1:pos:R:3
H 1.114 0.763 -0.463
H 1.117 -0.219 0.825
H -1.136 -0.383 -0.697
H -1.039 0.926 0.281
N 0.698 -0.086 -0.088
N -0.705 -0.069 0.096
```

2S+1   1
Gap between HOMO and LUMO   11.02 eV
Total charge   0



## 2
The following is a quantum chemistry calculation of the molecule H4N2, from OMol25.

Structure (XYZ):
```
6
Properties=species:S:1:pos:R:3
H 1.079 -0.646 -0.596
H 1.194 0.886 -0.203
H -1.087 0.700 0.418
H -1.038 -0.816 0.496
N 0.661 -0.107 0.120
N -0.810 -0.015 -0.235
```

2S+1   1
Gap between HOMO and LUMO   10.46 eV
Total charge   0



Energy comparison, zero being the most stable, in hartree: 1 0.0000; 2 0.0295.



## 1
The following is a quantum chemistry calculation of a cluster of 2 separate species, C5H12N in total, from OMol25.

Structure (XYZ):
```
18
Properties=species:S:1:pos:R:3
C -1.062 1.416 0.664
C -0.795 0.810 2.018
C 0.653 0.324 2.046
C 0.645 -0.861 1.103
C 0.371 -0.692 -0.131
N 0.426 -1.175 -4.230
H -0.609 2.397 0.554
H -0.561 0.723 -0.102
H -2.113 1.484 0.395
H -0.942 1.529 2.813
H -1.459 -0.013 2.218
H 1.266 1.120 1.634
H 1.060 0.047 3.017
H 0.836 -1.862 1.501
H 0.929 -1.085 -0.962
H 1.352 -1.389 -4.631
H -0.370 -1.643 -4.698
H 0.373 -1.132 -3.210
```

2S+1   2
Expectation value of S²   0.753
Gap between HOMO and LUMO (alpha / beta)   8.98 / 5.77 eV
Total charge   +2



## 2
The following is a quantum chemistry calculation of the ion C5H12N with charge +2, from OMol25.

Structure (XYZ):
```
18
Properties=species:S:1:pos:R:3
C 1.138 -0.809 1.402
C -0.066 -0.409 0.657
C 0.012 0.763 -0.293
C 0.207 0.201 -1.632
C -0.310 0.597 -2.768
N -0.902 -0.159 1.877
H 1.757 -0.031 1.677
H 1.104 -1.804 2.001
H 1.776 -1.273 0.581
H -0.494 -1.386 0.178
H 0.719 1.560 -0.084
H -0.793 1.492 -0.207
H 1.023 -0.433 -1.577
H -0.078 0.136 -3.783
H -1.171 1.217 -2.786
H -1.839 -0.647 1.828
H -1.077 0.809 2.031
H -0.501 -0.588 2.807
```

2S+1   2
Expectation value of S²   0.752
Gap between HOMO and LUMO (alpha / beta)   11.61 / 7.01 eV
Total charge   +2



Energy comparison, zero being the most stable, in hartree: 1 0.0700; 2 0.0000.